The following is a DFT calculation (the ωB97M-V functional and the def2-TZVPD basis) of a molecular structure, C8H10BiClN in a non-equilibrium geometry.

Summary:
LUMO level (spin up / spin down): 3.4 / 3.4 eV
Total charge: -1
HOMO (spin up / spin down): -2.720 / -2.719 eV
Largest force on an atom: 4.88 eV/Å

```
21
C8H10BiClN the ωB97M-V functional and the def2-TZVPD basis
C 0.9461 -1.3174 -0.9336
C -0.4768 -1.2517 -1.2072
C -1.1805 -1.9546 -0.1382
C -0.1689 -2.4685 0.7988
C 1.1442 -2.0654 0.2965
Bi -0.2278 0.0836 1.1730
C -1.5861 1.6578 -0.0056
C -0.4227 2.0622 -0.6156
C 0.5376 2.5797 -1.3297
N 1.5503 1.1077 1.2126
H -2.2681 -2.0591 -0.0302
H -0.9520 -0.7137 -2.0413
H -0.3762 -3.0085 1.7320
H 2.1038 -2.2550 0.7951
H 1.7338 -0.8489 -1.5398
H -2.2697 0.9577 -0.5243
H 2.4438 1.6725 1.2619
H -1.9346 2.1117 0.9456
H 0.3227 3.3806 -2.0559
H 1.5844 2.2490 -1.2603
Cl -0.5033 0.0804 3.4662
```

The following is a DFT calculation (the ωB97M-V functional and the def2-TZVPD basis) of a molecular structure, C12H16N4O4Zn in a non-equilibrium geometry.

Summary:
LUMO level: -9.0 eV
Total charge: +2
HOMO: -15.529 eV
Largest force on an atom: 6.15 eV/Å

```
37
C12H16N4O4Zn the ωB97M-V functional and the def2-TZVPD basis
Zn 0.5121 0.4504 0.3153
C 1.4635 0.0526 2.1134
O 1.6796 -0.2809 3.2000
C 0.8587 -2.1273 0.0954
O 1.0698 -3.2347 0.3324
C 1.9094 0.2931 -1.4224
O 2.9651 0.1927 -1.8580
C -1.6593 -0.2422 1.1109
O -2.3048 -0.5952 1.9882
C -1.6342 -0.0558 -2.4063
H -2.4083 0.4148 -1.8225
H -1.0186 0.6407 -2.9988
C -1.1881 -1.2980 -2.1688
H -0.2036 -1.6042 -2.4807
H -1.6255 -1.9174 -1.3716
C 1.4735 3.0010 0.3442
N 0.1041 2.4094 0.0332
C -0.3979 3.0983 -1.2221
N -0.4000 4.5877 -1.0838
C 0.9513 5.0616 -0.7571
N 1.4466 4.4770 0.5393
C 0.4781 4.7615 1.6458
N -0.8934 4.3278 1.3070
C -0.8779 2.8324 1.0908
C -1.3128 4.9543 0.0315
H 2.1503 2.8105 -0.5086
H 1.8791 2.5444 1.2551
H -1.4303 2.7775 -1.3885
H 0.2260 2.8242 -2.0767
H 0.9470 6.1578 -0.6766
H 1.6420 4.7252 -1.5432
H 0.8140 4.1856 2.5261
H 0.4659 5.8363 1.8588
H -1.8863 2.5589 0.7503
H -0.6472 2.3577 2.0552
H -1.2937 6.0424 0.1602
H -2.3244 4.5936 -0.2148
```

The following is a DFT calculation (the ωB97M-V functional and the def2-TZVPD basis) of a single C3H8N2S molecule in a non-equilibrium geometry.

Summary:
LUMO level: 0.8 eV
SMILES string: CN/N=C\SC
Energy above the lowest of the compared OMol25 structures with the same formula, charge and spin: 46.56 kcal/mol
Total charge: 0
HOMO: -8.342 eV
Largest force on an atom: 1.67 eV/Å

```
14
C3H8N2S the ωB97M-V functional and the def2-TZVPD basis
C -0.1117 -0.2817 3.0042
N 0.2807 0.0239 1.6449
N 0.0841 -1.0588 0.7990
C 0.0367 -0.8526 -0.4301
S 0.3125 0.7642 -1.1201
C -0.6466 0.4260 -2.6690
H 0.3635 -1.2382 3.2882
H 0.3097 0.4776 3.6909
H -1.2130 -0.2981 3.1974
H -0.0904 0.9010 1.2730
H -0.0582 -1.6844 -1.1256
H -1.7683 0.3829 -2.4658
H -0.4805 1.2284 -3.3700
H -0.2874 -0.5022 -3.1051
```

The following is a DFT calculation (the ωB97M-V functional and the def2-TZVPD basis) of 9 unconnected molecules or ions with the total composition C44H110N8O9 in a non-equilibrium geometry.

Summary:
LUMO level (spin up / spin down): -2.6 / -7.0 eV
Total charge: +1
⟨S²⟩: 0.755
2S+1: 2
HOMO (spin up / spin down): -9.435 / -9.435 eV
Largest force on an atom: 3.70 eV/Å

```
171
C44H110N8O9 the ωB97M-V functional and the def2-TZVPD basis
C -3.0628 3.4865 -0.9972
C -3.0703 3.1744 0.5113
O -1.6946 2.9434 0.8707
H -2.6086 2.6254 -1.4875
H -2.5353 4.3787 -1.3343
H -4.0534 3.6161 -1.4332
H -3.6206 2.2844 0.8164
H -3.4531 4.0137 1.0919
H -1.4975 2.0828 0.4937
C -7.7877 -3.5175 1.3406
C -6.5639 -3.2156 2.1718
C -5.4197 -3.9991 1.4245
C -3.9765 -3.4899 1.7676
C -3.9044 -1.9388 1.6749
C -4.9502 -1.1658 2.4910
N -6.3067 -1.7387 2.1761
O -7.3293 -0.9252 2.6158
C -4.6858 -1.2889 4.0118
C -4.8209 0.3842 2.1933
C -6.6929 -3.8024 3.5915
H -7.9554 -4.5945 1.3264
H -7.7116 -3.1413 0.3204
H -8.6499 -3.0319 1.7977
H -5.4956 -5.0706 1.6092
H -5.5789 -3.8615 0.3550
H -3.2353 -3.8567 1.0575
H -3.6438 -3.8174 2.7526
H -4.0732 -1.6610 0.6346
H -2.8939 -1.7580 2.0416
H -4.5848 -2.3268 4.3290
H -3.7453 -0.7785 4.2189
H -5.5061 -0.8019 4.5391
H -3.8285 0.8200 2.3083
H -5.0946 0.4298 1.1392
H -5.4783 1.0416 2.7623
H -5.7184 -4.0265 4.0254
H -7.2936 -4.7112 3.5560
H -7.1773 -3.2024 4.3619
H -7.2360 -0.9200 3.5713
C 1.9922 6.8739 -5.6401
C 1.2640 5.8361 -4.6709
C -0.0276 5.5043 -5.4933
C -0.7242 4.2426 -5.0099
C 0.2716 3.1360 -5.2440
C 1.6008 3.3486 -4.3426
N 2.1791 4.7009 -4.5439
O 3.3986 4.8787 -3.9141
C 1.2288 3.0324 -2.8336
C 2.5456 2.2251 -4.8511
C 0.8183 6.4189 -3.3308
H 1.4102 7.7943 -5.6883
H 2.2693 6.4336 -6.5980
H 2.9646 7.1031 -5.2042
H -0.7664 6.2910 -5.3410
H -0.0076 5.5854 -6.5801
H -1.5716 4.0615 -5.6711
H -1.0423 4.3714 -3.9753
H 0.4926 3.1775 -6.3106
H -0.1184 2.1297 -5.0909
H 0.5390 3.8310 -2.5609
H 0.6800 2.0972 -2.7226
H 2.1215 3.0210 -2.2082
H 2.1192 1.2305 -4.7207
H 2.7625 2.2785 -5.9180
H 3.4152 2.2311 -4.1939
H 0.4670 7.4468 -3.4207
H 1.6667 6.5783 -2.6652
H -0.0513 5.8987 -2.9292
H 3.1833 4.8021 -2.9817
C -2.8902 -4.8501 -1.8797
C -1.6931 -3.8839 -1.7374
C -0.5127 -4.4735 -0.9508
O -0.8806 -4.5262 0.4417
C -0.0522 -5.3638 1.2195
N -1.3061 -3.6234 -3.1558
H -3.4520 -4.9389 -0.9499
H -2.6711 -5.8553 -2.2398
H -3.6841 -4.5345 -2.5565
H -2.0870 -2.9767 -1.2791
H 0.3512 -3.8185 -1.0637
H -0.3224 -5.4708 -1.3473
H 0.9416 -4.9166 1.2404
H -0.0300 -6.3272 0.7101
H -0.4070 -5.5604 2.2312
H -0.3767 -3.2283 -3.1480
H -1.3523 -4.4503 -3.7340
C 3.4977 2.0756 3.5648
C 4.3247 1.1398 2.7299
C 5.8579 1.5747 2.6726
O 6.0427 2.9569 2.3835
C 7.4307 3.3730 2.3927
N 4.0904 -0.2179 2.9937
H 2.4238 1.9079 3.4840
H 3.7559 3.1108 3.3416
H 3.8145 1.9656 4.6020
H 3.9354 1.2103 1.7143
H 6.4631 0.9874 1.9819
H 6.1800 1.3589 3.6913
H 7.9137 3.0041 1.4878
H 7.8956 3.0642 3.3290
H 7.4392 4.4606 2.3210
H 4.3374 -0.7233 2.1548
H 3.0964 -0.3778 3.0743
C 4.0655 -0.1419 7.0001
C 2.8934 -0.6224 7.8391
C 1.5123 -0.5603 7.0968
O 1.1151 0.8083 6.8124
C -0.0592 0.8876 6.0676
N 3.2752 -2.0182 8.1801
H 4.2068 -0.7306 6.0938
H 4.9728 -0.0567 7.5981
H 3.9423 0.8969 6.6935
H 2.8656 -0.0463 8.7640
H 0.8256 -1.1346 7.7187
H 1.6075 -1.2094 6.2263
H -0.7698 0.1498 6.4400
H 0.1246 0.7311 5.0046
H -0.5535 1.8535 6.1710
H 2.9662 -2.5219 7.3610
H 4.2784 -2.1248 8.1317
C -2.7835 1.3239 -4.2404
C -2.6424 -0.1664 -4.3625
C -1.6696 -0.6335 -5.4491
O -2.2693 -0.4820 -6.7287
C -1.3271 -0.4834 -7.7753
N -2.2930 -0.7268 -3.0572
H -3.0039 1.7879 -5.2017
H -1.8977 1.7895 -3.8084
H -3.5667 1.6527 -3.5573
H -3.6602 -0.4586 -4.6210
H -1.4116 -1.6618 -5.1958
H -0.7811 -0.0134 -5.3296
H -0.7109 -1.3810 -7.8277
H -0.5756 0.3002 -7.6783
H -1.8395 -0.3380 -8.7263
H -3.1148 -0.7146 -2.4702
H -2.1289 -1.7158 -3.1805
C 0.9844 -1.0338 -0.5034
C -0.1116 -0.3914 0.3724
C 0.3727 0.1581 1.7214
O 0.6252 -0.8329 2.7200
C -0.4848 -1.6435 3.0768
N -0.7408 0.6065 -0.4319
H 1.8936 -0.4417 -0.6077
H 0.6306 -1.3619 -1.4807
H 1.1121 -2.0235 -0.0650
H -0.8706 -1.1557 0.5390
H -0.4465 0.7403 2.1432
H 1.2290 0.8209 1.5966
H -1.3516 -1.0330 3.3301
H -0.0883 -2.2814 3.8667
H -0.7251 -2.3688 2.2994
H -1.6066 0.1978 -0.7535
H -0.2383 0.6494 -1.3069
C 5.3332 0.0480 -1.3732
C 6.1853 -1.1709 -0.9829
C 5.3547 -2.3430 -0.5593
O 4.4433 -1.9789 0.4836
C 3.5408 -2.9597 0.8760
N 7.0309 -1.4427 -2.1494
H 4.5203 0.2170 -0.6670
H 4.8580 -0.2114 -2.3192
H 5.9056 0.9749 -1.4103
H 6.8288 -0.8723 -0.1554
H 6.0103 -3.1459 -0.2222
H 4.7678 -2.7760 -1.3694
H 2.8368 -3.2613 0.1004
H 2.9018 -2.4896 1.6235
H 4.0356 -3.8236 1.3198
H 6.8676 -0.6899 -2.8027
H 6.5827 -2.1904 -2.6594
```

The following is a DFT calculation (the ωB97M-V functional and the def2-TZVPD basis) of a gas-phase ion, C24H23N4OS (charge +1) in a non-equilibrium geometry.

Summary:
LUMO level: -2.2 eV
SMILES string: Cc1ccc(-c2csc(NC(=O)Cn3cc(-c4ccccc4)[n+]4c3CCC4)n2)cc1
Total charge: +1
HOMO: -10.556 eV
Largest force on an atom: 1.15 eV/Å

```
53
C24H23N4OS the ωB97M-V functional and the def2-TZVPD basis
C -0.6924 -4.7463 5.2561
C -1.1964 -4.2269 3.9483
C -1.0646 -2.8853 3.6087
C -1.5528 -2.4061 2.4098
C -2.1907 -3.2585 1.5096
C -2.6942 -2.7355 0.2470
C -3.6180 -3.3181 -0.5755
S -3.9135 -2.3559 -1.9684
C -2.7496 -1.2079 -1.3428
N -2.4470 -0.0833 -2.0810
C -1.6228 0.9626 -1.7954
O -1.3174 1.7800 -2.6277
C -1.1198 1.0584 -0.3459
N 0.2479 1.4960 -0.3401
C 0.6984 2.7351 -0.7120
C 2.0723 2.7361 -0.6587
C 2.9978 3.8236 -0.9341
C 2.5799 5.1399 -0.7264
C 3.4359 6.1921 -0.9862
C 4.7163 5.9492 -1.4586
C 5.1359 4.6471 -1.6742
C 4.2860 3.5881 -1.4138
N 2.4144 1.4709 -0.2510
C 1.3091 0.7459 -0.0712
C 1.5988 -0.6323 0.3849
C 3.0716 -0.4870 0.8279
C 3.6171 0.7254 0.0464
N -2.2224 -1.5374 -0.2143
C -2.3226 -4.6053 1.8464
C -1.8325 -5.0758 3.0471
H -1.5162 -4.8157 5.9668
H 0.0620 -4.0866 5.6772
H -0.2708 -5.7420 5.1408
H -0.5800 -2.2080 4.2977
H -1.4657 -1.3568 2.1677
H -4.1520 -4.2352 -0.4402
H -2.8385 -0.0600 -3.0175
H -1.7455 1.7969 0.1650
H -1.2133 0.0844 0.1423
H 0.0235 3.5050 -1.0222
H 1.5887 5.3311 -0.3464
H 3.1045 7.2050 -0.8192
H 5.3833 6.7723 -1.6612
H 6.1284 4.4537 -2.0506
H 4.6183 2.5820 -1.6153
H 0.9475 -0.9699 1.1901
H 1.4933 -1.3377 -0.4437
H 3.6501 -1.3851 0.6311
H 3.1124 -0.2841 1.8977
H 4.3195 1.3248 0.6262
H 4.0986 0.4124 -0.8849
H -2.7987 -5.2883 1.1605
H -1.9428 -6.1213 3.2936
```

The following is a DFT calculation (the ωB97M-V functional and the def2-TZVPD basis) of a molecular structure, C3H4NaO5 in a non-equilibrium geometry.

Summary:
LUMO level: 1.8 eV
Energy above the lowest of the compared OMol25 structures with the same formula, charge and spin: 0.00 kcal/mol
Total charge: -1
HOMO: -3.550 eV
Largest force on an atom: 3.28 eV/Å

```
13
C3H4NaO5 the ωB97M-V functional and the def2-TZVPD basis
O -2.5091 -0.5322 0.3910
C -1.5106 0.0523 -0.2126
O 0.9015 -0.0839 -0.6851
C 2.0264 -0.2372 0.2564
C -0.2728 -0.8357 -0.4259
O 2.7527 0.7888 0.2261
O 2.3195 -1.3741 0.6393
H -1.7784 0.5174 -1.1965
H -0.1306 -1.3652 0.5295
H -0.4704 -1.5915 -1.2018
Na 0.9561 2.1735 -0.4263
O -0.9304 1.2442 0.6211
H -1.3538 1.2437 1.4850
```

The following is a DFT calculation (the ωB97M-V functional and the def2-TZVPD basis) of a molecular structure, C26H20MnN7O5 in a non-equilibrium geometry.

Summary:
LUMO level (spin up / spin down): 2.1 / 2.1 eV
Energy above the lowest of the compared OMol25 structures with the same formula, charge and spin: 0.00 kcal/mol
Total charge: -1
⟨S²⟩: 8.754
2S+1: 6
HOMO (spin up / spin down): -3.615 / -3.863 eV
Largest force on an atom: 3.31 eV/Å

```
59
C26H20MnN7O5 the ωB97M-V functional and the def2-TZVPD basis
Mn 8.8025 12.1387 12.6764
O 9.3735 11.6178 17.0224
C 8.1006 11.6633 17.4331
C 7.8155 11.6526 18.8080
C 6.5082 11.7373 19.2336
C 5.4613 11.7667 18.3209
C 5.7099 11.7658 16.9546
C 7.0297 11.7273 16.5060
C 7.3467 11.7354 15.0737
O 8.5908 11.6832 14.7105
N 6.3315 11.8323 14.2204
N 6.7272 11.8704 12.9413
C 5.7895 11.7591 12.0015
C 6.0394 11.7134 10.6017
C 4.9987 11.3518 9.7220
C 5.2209 11.3654 8.3434
C 6.4580 11.7090 7.8087
C 7.5097 12.0528 8.6231
C 7.3541 12.0734 10.0348
O 8.4013 12.4075 10.6973
H 9.2457 11.6660 15.9585
H 8.6278 11.6398 19.5320
H 6.2692 11.7818 20.2903
H 4.4522 11.7801 18.6841
H 4.9085 11.8011 16.2406
H 4.7717 11.6369 12.3750
H 4.0390 11.0445 10.1064
H 4.4088 11.0954 7.6928
H 6.5760 11.6990 6.7308
H 8.4866 12.3037 8.2383
N 8.5670 16.7711 13.1699
C 7.5260 16.8259 12.2936
C 7.2453 15.5227 11.9683
N 8.0829 14.6763 12.6436
C 8.8917 15.4663 13.3667
C 9.9882 14.9233 14.1539
N 10.3394 13.6465 14.0296
C 11.3474 13.4301 14.9179
C 11.6083 14.5766 15.6257
N 10.7298 15.5199 15.1536
H 8.9746 17.5733 13.6338
H 7.0912 17.7286 11.9450
H 6.4881 15.1055 11.3312
H 11.8056 12.4591 14.9670
H 12.3370 14.7560 16.3945
H 10.6724 16.4802 15.4941
O 12.2707 9.9993 12.3921
C 11.0777 10.3507 12.3960
O 10.6694 11.5390 12.2825
C 10.0341 9.2609 12.5653
C 10.3976 7.8955 12.7648
C 9.3933 6.9598 12.8934
C 8.0668 7.3676 12.8041
C 7.7984 8.7283 12.6238
N 8.7410 9.6485 12.5124
H 11.4557 7.6770 12.8291
H 9.6489 5.9165 13.0359
H 7.2335 6.6811 12.9022
H 6.7796 9.0726 12.5592
```

The following is a DFT calculation (the ωB97M-V functional and the def2-TZVPD basis) of a molecular structure, C19H20ClF3IN4O2RuSSeSi in a non-equilibrium geometry.

Summary:
LUMO level (spin up / spin down): 0.1 / -1.6 eV
Total charge: 0
⟨S²⟩: 8.764
2S+1: 6
HOMO (spin up / spin down): -7.063 / -7.027 eV
Largest force on an atom: 1.90 eV/Å

```
54
C19H20ClF3IN4O2RuSSeSi the ωB97M-V functional and the def2-TZVPD basis
Ru 0.4805 -0.3276 -0.1404
F -2.1063 3.8430 -4.5104
C -1.2602 2.9316 -3.9963
F -0.0796 3.5400 -3.8810
F -1.1179 1.9900 -4.9495
C -1.7704 2.3608 -2.7041
C -3.0997 2.5147 -2.3549
C -3.5581 1.9745 -1.1600
C -2.6455 1.3361 -0.3363
N -1.3824 1.1542 -0.6795
C -0.9275 1.6060 -1.8617
S 0.6770 1.1605 -2.2624
H -3.7654 3.0551 -3.0104
H -4.5945 2.0590 -0.8817
H -2.9333 0.9375 0.6286
Cl -0.3228 3.9308 5.6263
C 0.0957 3.2673 4.0862
C 0.6150 4.1007 3.1159
C 0.9780 3.5884 1.8841
I 1.7570 4.8057 0.3594
C 0.8727 2.2169 1.5603
O 1.3239 1.7496 0.4870
C 0.1791 1.3967 2.5363
N -0.1948 0.1692 2.1506
C -0.8036 -0.6287 2.9977
C -1.0493 -0.2643 4.3283
C -0.7366 1.0067 4.7346
C -0.1477 1.9036 3.8232
H 0.7453 5.1520 3.3285
H -1.1247 -1.5889 2.6138
H -1.5065 -0.9668 5.0064
H -0.9424 1.3491 5.7375
C 2.1649 -2.2554 -1.9070
Si 0.3584 -2.6880 -2.4020
C -0.1767 -1.7507 -3.9738
C 0.0787 -4.5517 -2.7075
Se -1.0388 -2.2637 -0.5522
H 2.7793 -2.1527 -2.7948
H 2.6169 -3.0209 -1.2810
H 2.2088 -1.2920 -1.3598
H 0.4010 -2.1089 -4.8192
H -0.0261 -0.6781 -3.9034
H -1.2253 -1.9201 -4.1902
H 0.8644 -4.9747 -3.3225
H -0.8615 -4.6724 -3.2349
H 0.0129 -5.1270 -1.7902
N 3.6289 -2.6105 2.3737
C 2.4411 -2.2908 1.8026
N 1.4800 -3.2355 1.7944
O 2.2750 -1.1764 1.3095
H 3.7770 -3.4716 2.8664
H 4.3096 -1.8750 2.4473
H 1.6507 -4.1780 2.0878
H 0.6273 -3.0296 1.2809
```